This record from the Open Molecules 2025 dataset describes 2 unconnected molecules or ions with the total composition C3H10S2 at a distorted geometry. The level of theory is ωB97M-V with the def2-TZVPD basis set.

SMILES string	CCS.CS
molecular weight	110.25	g/mol
energy relative to the best compared isomer or geometry (same formula, charge and spin)	19.72	kcal per mole
DFT total energy	-24942.842	eV
gap between HOMO and LUMO	0.3516	Eh
lowest unoccupied orbital energy	0.62	eV
HOMO level	-8.94	eV

Element x y z (Å)
C -1.622 3.335 -1.051
C -1.090 1.918 -1.215
S 0.523 1.688 -1.943
H -1.363 4.076 -1.803
H -1.429 3.765 -0.063
H -2.709 3.186 -1.065
H -0.934 1.510 -0.215
H -1.842 1.335 -1.756
H 0.940 0.595 -1.376
C 1.529 -3.133 2.067
S 1.438 -4.111 0.519
H 1.924 -2.145 1.838
H 0.470 -3.101 2.322
H 2.178 -3.640 2.769
H 1.987 -5.278 0.973

=====

This record from the Open Molecules 2025 dataset describes 2 unconnected molecules or ions with the total composition C3H3BrCl2 at a distorted geometry. The level of theory is ωB97M-V with the def2-TZVPD basis set.

molecular weight	189.87	g/mol
energy relative to the best compared isomer or geometry (same formula, charge and spin)	66.14	kcal per mole
DFT total energy	-98243.078	eV
gap between HOMO and LUMO (alpha / beta)	0.3092 / 0.2281	Eh
lowest unoccupied orbital energy (alpha / beta)	-1.72 / -3.31	eV
HOMO level (alpha / beta)	-10.13 / -9.51	eV

Element x y z (Å)
C -0.137 0.108 0.073
C -0.798 1.179 0.103
C 1.099 -0.614 -0.072
Cl -2.530 1.289 0.044
Cl 0.010 2.800 0.023
Br -1.947 -2.466 0.015
H 1.646 -0.211 -1.001
H 1.841 -0.412 0.807
H 0.818 -1.674 0.009

=====

This record from the Open Molecules 2025 dataset describes a molecular structure, C28H25BrNiSi at a distorted geometry. The level of theory is ωB97M-V with the def2-TZVPD basis set.

molecular weight	528.19	g/mol
DFT total energy	-148401.959	eV
2S+1	3
gap between HOMO and LUMO (alpha / beta)	0.1314 / 0.1826	Eh
lowest unoccupied orbital energy (alpha / beta)	4.66 / 4.64	eV
<S²>	2.027
HOMO level (alpha / beta)	1.09 / -0.33	eV
net charge	-2

Element x y z (Å)
C 1.023 -2.500 -3.239
C 2.230 -1.763 -3.297
C 2.974 -2.034 -2.105
H 2.575 -1.179 -4.140
C 2.107 -2.827 -1.234
C 0.940 -3.162 -2.001
H 0.197 -3.911 -1.752
H 0.338 -2.628 -4.066
H 4.025 -1.815 -1.962
H 2.343 -3.181 -0.234
Ni 1.618 -0.782 -1.099
Br 0.322 0.776 -2.019
C -3.017 -0.348 -2.388
C -2.987 -1.743 -2.075
C -2.588 -2.444 -3.254
H -3.070 -2.185 -1.073
C -2.330 -1.492 -4.284
C -2.583 -0.191 -3.750
H -2.637 0.728 -4.325
H -3.187 0.482 -1.684
H -2.484 -3.524 -3.362
H -1.972 -1.704 -5.291
C -2.773 -0.771 3.709
C -3.260 -0.364 2.469
C -2.385 -0.141 1.395
C -1.002 -0.267 1.576
C -0.520 -0.706 2.826
C -1.401 -0.962 3.877
Si 0.224 0.600 0.335
C -0.294 2.360 0.719
C -1.189 3.020 -0.140
C -1.778 4.227 0.257
C -1.470 4.785 1.500
C -0.585 4.125 2.356
C 0.010 2.923 1.969
C 2.051 0.164 0.603
C 2.907 1.323 0.546
C 4.208 1.255 1.039
C 4.664 0.088 1.682
C 3.779 -0.975 1.920
C 2.475 -0.933 1.423
H -3.457 -0.959 4.531
H -4.329 -0.234 2.313
H -2.776 0.157 0.420
H 0.551 -0.834 2.998
H -1.011 -1.325 4.826
H -1.461 2.620 -1.119
H -2.466 4.742 -0.415
H -1.918 5.729 1.811
H -0.321 4.553 3.323
H 0.704 2.412 2.642
H 2.524 2.257 0.135
H 4.885 2.115 0.944
H 5.704 0.023 2.027
H 4.109 -1.844 2.502
H 1.763 -1.732 1.634

=====

This record from the Open Molecules 2025 dataset describes a molecular structure, C27H27Cl5FeGeN2O2SSe. The level of theory is ωB97M-V with the def2-TZVPD basis set.

molecular weight	828.27	g/mol
energy relative to the best compared isomer or geometry (same formula, charge and spin)	0.00	kcal per mole
DFT total energy	-265210.118	eV
2S+1	5
gap between HOMO and LUMO (alpha / beta)	0.2933 / 0.3003	Eh
lowest unoccupied orbital energy (alpha / beta)	-0.06 / -0.11	eV
<S²>	6.012
HOMO level (alpha / beta)	-8.04 / -8.29	eV

Element x y z (Å)
Fe 0.248 -0.372 0.169
Cl 0.360 1.682 3.668
C -0.499 0.163 3.453
C -0.538 -0.428 2.196
C -1.297 -1.589 2.178
Cl -1.385 -2.368 0.579
C -1.962 -2.176 3.246
Cl -2.868 -3.622 3.073
C -1.867 -1.531 4.479
Cl -2.661 -2.187 5.854
C -1.135 -0.350 4.579
Cl -1.042 0.452 6.101
C 6.399 1.155 -4.560
C 5.086 0.643 -4.052
C 4.504 -0.494 -4.606
C 3.298 -0.983 -4.136
C 2.665 -0.341 -3.080
C 3.226 0.793 -2.524
C 4.425 1.283 -3.012
S 1.132 -0.994 -2.479
O 1.391 -1.877 -1.333
O 0.511 -1.571 -3.640
N 0.354 0.174 -1.756
C -0.169 1.321 -2.326
C -0.067 1.740 -3.627
C -0.665 2.960 -4.019
C -1.353 3.741 -3.136
C -1.480 3.328 -1.783
C -2.192 4.052 -0.800
C -2.278 3.558 0.468
C -1.642 2.336 0.772
N -0.961 1.644 -0.106
C -0.883 2.126 -1.380
H 6.536 0.913 -5.611
H 7.227 0.709 -4.008
H 6.473 2.235 -4.448
H 4.997 -0.995 -5.428
H 2.840 -1.849 -4.587
H 2.705 1.303 -1.728
H 4.848 2.181 -2.585
H 0.449 1.138 -4.361
H -0.573 3.266 -5.052
H -1.814 4.668 -3.451
H -2.670 4.985 -1.069
H -2.822 4.079 1.241
H -1.699 1.928 1.766
C 6.899 -1.879 0.239
Ge 5.257 -1.657 1.270
C 5.661 -0.991 3.055
C 4.244 -3.319 1.364
C 4.142 -0.352 0.309
Se 2.561 0.154 1.327
C 2.655 2.094 1.173
H 7.558 -2.599 0.720
H 7.431 -0.934 0.161
H 6.685 -2.236 -0.766
H 6.266 -1.717 3.595
H 4.754 -0.808 3.626
H 6.223 -0.060 3.000
H 4.756 -4.056 1.979
H 4.103 -3.736 0.369
H 3.260 -3.150 1.797
H 3.799 -0.778 -0.633
H 4.696 0.559 0.086
H 3.389 2.476 1.880
H 1.673 2.488 1.408
H 2.930 2.368 0.157

=====

This record from the Open Molecules 2025 dataset describes a molecular structure, C6H13N at a distorted geometry. The level of theory is ωB97M-V with the def2-TZVPD basis set.

molecular weight	99.18	g/mol
energy relative to the best compared isomer or geometry (same formula, charge and spin)	189.96	kcal per mole
DFT total energy	-7914.596	eV
gap between HOMO and LUMO	0.3472	Eh
lowest unoccupied orbital energy	0.87	eV
HOMO level	-8.58	eV

Element x y z (Å)
C 1.615 -0.571 0.674
C 1.171 -0.231 -0.793
C -0.078 0.494 -1.018
C -0.289 1.819 -0.108
C -1.062 0.782 0.827
C -1.636 -1.357 -0.106
H 3.060 -0.398 0.712
H 1.045 0.399 1.399
H 1.330 -1.867 1.168
H 1.354 -1.141 -1.638
H 1.930 0.569 -1.030
H -0.112 0.580 -2.201
H -1.053 2.545 -0.587
H 0.912 2.272 0.122
H -0.165 0.114 1.513
H -1.668 1.349 1.822
H -0.633 -1.948 0.273
H -2.523 -1.524 0.481
H -1.757 -1.936 -1.081
N -1.441 0.049 -0.431

=====

This record from the Open Molecules 2025 dataset describes 2 unconnected molecules or ions with the total composition C3H11N2O at a distorted geometry. The level of theory is ωB97M-V with the def2-TZVPD basis set.

molecular weight	91.13	g/mol
energy relative to the best compared isomer or geometry (same formula, charge and spin)	13.69	kcal per mole
DFT total energy	-8311.199	eV
gap between HOMO and LUMO	0.3659	Eh
lowest unoccupied orbital energy	-3.59	eV
HOMO level	-13.55	eV
net charge	+1

Element x y z (Å)
C 3.497 0.610 -0.760
N 2.285 -0.256 -0.474
H 2.457 -1.159 -0.903
H 2.114 -0.363 0.517
H 1.481 0.243 -0.826
H 3.257 1.592 -0.365
H 3.801 0.619 -1.799
H 4.332 0.197 -0.194
C -2.732 0.379 -0.398
C -1.548 -0.173 0.324
O -0.720 -0.889 -0.232
N -1.438 0.189 1.629
H -2.646 0.091 -1.446
H -2.791 1.465 -0.389
H -0.689 -0.162 2.191
H -2.191 0.542 2.202
H -3.681 0.003 -0.014

=====

This record from the Open Molecules 2025 dataset describes a molecular structure, C4H6IN3 at a distorted geometry. The level of theory is ωB97M-V with the def2-TZVPD basis set.

molecular weight	223.02	g/mol
energy relative to the best compared isomer or geometry (same formula, charge and spin)	23.72	kcal per mole
DFT total energy	-16813.723	eV
gap between HOMO and LUMO	0.3700	Eh
lowest unoccupied orbital energy	0.42	eV
HOMO level	-9.65	eV

Element x y z (Å)
C 1.925 -1.437 -0.732
C 0.235 -0.700 0.235
C -0.573 2.009 0.154
C -1.167 0.665 0.570
N 1.343 -0.233 -0.285
N 1.238 -2.484 -0.404
N 0.064 -2.014 0.219
I -2.851 0.188 -0.437
H 2.835 -1.484 -1.303
H -0.254 2.234 -0.828
H 0.373 2.301 0.654
H -1.197 2.888 0.439
H -1.202 0.656 1.660
H -0.767 -2.588 0.060

=====

This record from the Open Molecules 2025 dataset describes 5 unconnected molecules or ions with the total composition C21H50F5O7PS at a distorted geometry. The level of theory is ωB97M-V with the def2-TZVPD basis set.

SMILES string	O=S(=O)(O)CCCC[PH3]CCCC(F)(F)C(F)(F)F.CC(C)O.CC(C)O.CC(C)O.CC(C)O
molecular weight	572.66	g/mol
energy relative to the best compared isomer or geometry (same formula, charge and spin)	0.00	kcal per mole
DFT total energy	-70629.579	eV
gap between HOMO and LUMO	0.3118	Eh
lowest unoccupied orbital energy	0.44	eV
HOMO level	-8.05	eV

Element x y z (Å)
O -0.036 1.832 1.607
S 0.095 3.070 0.894
O -1.084 3.614 0.286
O 0.665 4.141 1.941
C 1.420 2.946 -0.281
C 0.924 2.232 -1.552
C 1.396 0.763 -1.612
C 2.302 0.416 -2.787
P 2.981 -1.388 -2.545
C 3.557 -3.201 -2.232
C 2.869 -3.901 -1.057
C 3.704 -4.114 0.222
C 4.595 -2.966 0.642
F 4.035 -1.754 0.350
F 4.731 -3.010 2.011
C 6.065 -2.986 0.077
F 6.973 -2.896 1.059
F 6.255 -1.950 -0.758
F 6.313 -4.116 -0.609
H 1.273 4.741 1.491
H 1.809 3.937 -0.511
H 2.213 2.404 0.229
H 1.188 2.796 -2.437
H -0.154 2.219 -1.468
H 0.526 0.111 -1.686
H 1.889 0.516 -0.670
H 3.121 1.134 -2.854
H 1.729 0.437 -3.714
H 4.308 -0.901 -2.393
H 2.160 -1.464 -1.380
H 2.548 -1.732 -3.855
H 3.325 -3.761 -3.139
H 4.642 -3.213 -2.160
H 2.579 -4.896 -1.389
H 1.941 -3.402 -0.776
H 4.269 -5.038 0.168
H 3.011 -4.241 1.051
C -2.630 -1.029 -0.341
C -2.055 -2.438 -0.395
C -2.276 -3.179 0.912
O -0.664 -2.381 -0.719
H -2.137 -0.446 0.443
H -2.467 -0.512 -1.288
H -3.701 -1.047 -0.133
H -2.524 -2.990 -1.210
H -1.771 -2.662 1.734
H -1.859 -4.186 0.856
H -3.338 -3.254 1.148
H -0.220 -1.894 -0.017
C -3.118 4.804 -2.469
C -3.108 3.482 -3.220
C -4.456 2.782 -3.137
O -2.078 2.635 -2.714
H -3.322 4.638 -1.409
H -2.146 5.292 -2.540
H -3.878 5.480 -2.867
H -2.855 3.658 -4.267
H -4.703 2.558 -2.095
H -4.431 1.836 -3.680
H -5.252 3.401 -3.553
H -2.275 2.460 -1.786
C -6.378 -1.393 1.833
C -6.463 -2.661 0.998
C -7.881 -3.208 0.953
O -5.564 -3.650 1.506
H -6.674 -1.597 2.866
H -5.355 -1.014 1.854
H -7.029 -0.613 1.437
H -6.121 -2.453 -0.017
H -8.222 -3.465 1.959
H -7.923 -4.115 0.349
H -8.574 -2.478 0.532
H -5.834 -3.861 2.405
C 4.121 2.314 2.767
C 4.407 3.518 3.653
C 4.257 3.177 5.127
O 3.544 4.603 3.305
H 3.092 1.971 2.911
H 4.238 2.579 1.715
H 4.793 1.485 2.992
H 5.419 3.877 3.464
H 3.234 2.857 5.341
H 4.466 4.050 5.745
H 4.935 2.374 5.418
H 2.639 4.312 3.469